49
Properties=species:S:1:pos:R:3 method="wB97M-V/def2-TZVPD" charge=0 e_tot_ev=-41558.0174 smiles="[H]/N=c1/[nH]c(-c2c(C)oc3cc4occc4c(OC)c3c2=O)cc(-c2ccc(F)cc2)c1C#N"
F 2.10850 1.29955 -7.79944
O 0.27728 0.34009 4.49686
O -1.09540 -2.84809 1.07291
O 1.18573 -4.33432 4.96139
O -1.36128 0.77629 2.28966
N -1.89102 4.09878 -0.43754
N -1.82667 1.89852 -0.26879
N -0.67876 5.05970 -3.82780
C 0.24205 1.66165 -6.37995
C -1.52780 -1.83610 0.19744
C -0.58759 -2.52237 2.32514
C -0.81179 4.16481 -3.11948
C 1.59803 0.67435 -4.11094
C 0.29604 1.31586 -3.96947
C -0.07335 -3.61231 2.96378
C 0.79538 -2.08078 4.61370
C -0.38953 1.63439 -2.64846
C -1.55261 2.99065 -1.01258
C 1.54497 1.23712 -6.53903
C -1.22520 0.60853 -0.52119
C -0.55899 0.50249 -1.68082
C -2.14340 -2.32593 -1.07262
C 1.83859 -3.59142 5.90170
C -0.88101 -0.21035 1.85164
C 1.69756 -2.26653 5.76081
C -0.43490 -1.25430 2.78909
C 2.21372 0.69275 -5.34061
C -0.29956 1.79438 -5.08817
C -1.23758 -0.51547 0.48492
C -0.85835 2.93418 -2.29907
C 0.20917 -0.95668 3.98929
C 0.68062 -3.39047 4.11349
C 1.54543 0.85052 4.92815
H 2.51080 -3.99274 6.59817
H -0.13432 2.30217 -7.12856
H -2.28412 2.18494 0.64156
H 1.54337 1.93136 4.80396
H -1.45543 -3.11961 -1.60111
H -2.97137 -2.91718 -0.80401
H -1.21253 2.34534 -4.99119
H -1.59385 4.95365 -0.98491
H 1.77841 0.58493 5.90685
H 3.17921 0.12931 -5.47556
H 2.32385 0.58238 4.28265
H -0.31995 -4.56667 2.55946
H -2.44574 -1.56815 -1.87245
H -0.00670 -0.44375 -1.89402
H 2.17386 0.33672 -3.17294
H 2.11624 -1.53222 6.50807



53
Properties=species:S:1:pos:R:3 method="wB97M-V/def2-TZVPD" charge=0 e_tot_ev=-89186.6148 spin_multiplicity=3
V 0.20098 -0.51266 -0.49912
S 1.58208 -3.81362 -0.37367
S -0.59719 -1.19778 1.90207
O -3.71900 0.07840 -0.16040
O 2.92718 -3.97482 0.08318
O 2.92154 2.13562 0.67878
O 1.30295 -3.98878 -1.77392
N 0.89560 1.22924 -0.01562
N -1.09511 -1.51226 -1.93622
N 1.00214 -2.34287 0.17931
N -1.46396 0.56517 -0.44135
N 2.05814 -0.42194 -1.60692
C 0.32325 -6.14455 0.59143
C -1.52348 -5.82676 2.13414
C -2.40958 2.61181 0.66508
C 4.26570 0.30676 -1.05342
C -0.35462 -3.93435 1.31149
C -2.10789 3.82796 1.27772
C -0.79530 4.21944 1.47266
C -1.87754 -3.39879 -3.17152
C -0.68913 -6.66162 1.39024
C 0.26066 3.39819 1.07623
C 3.93627 -1.30439 -2.78109
C -3.09171 -3.35380 -2.50740
C -0.90381 -2.47279 -2.84272
C -0.03644 2.18604 0.48234
C -1.36106 -4.44787 2.10749
C 2.24508 1.34120 0.05400
C -2.58719 -0.16258 -0.54974
C 2.89986 0.33929 -0.88320
C -2.31819 -1.42524 -1.36412
C -1.36789 1.80199 0.24731
C -3.32206 -2.33751 -1.59200
C 0.03998 -2.51187 1.11359
C 4.79552 -0.53776 -2.01473
C 2.57825 -1.22297 -2.53897
C 0.45463 -4.76912 0.57346
H 4.86810 0.95459 -0.43205
H -1.99291 -3.78173 2.68086
H 5.86508 -0.59130 -2.17086
H -2.30533 -6.26315 2.74146
H 1.88814 -1.83563 -3.09563
H -0.57744 5.16694 1.94892
H 1.28684 3.68173 1.24945
H 4.29798 -1.97376 -3.54833
H 0.97316 -6.78845 0.01436
H 0.06381 -2.51659 -3.31190
H -3.85872 -4.08828 -2.71835
H -1.66219 -4.15177 -3.91608
H -4.26359 -2.19540 -1.07979
H -0.83251 -7.73332 1.43771
H -3.43025 2.30044 0.50734
H -2.91626 4.46977 1.60451



56
Properties=species:S:1:pos:R:3 method="wB97M-V/def2-TZVPD" charge=0 e_tot_ev=-103789.0238 spin_multiplicity=3
V -0.12938 0.32911 -0.27567
Cl -4.77746 -4.70956 -0.55807
Cl -5.83043 -2.86680 1.81826
S 0.09453 2.00151 -2.08304
O -1.53614 -2.15540 -3.35619
O -3.63649 1.57835 1.69142
N 2.35845 3.26493 -2.53049
N 2.53737 1.83043 -0.80814
N 1.92404 0.90182 -0.05224
N -0.23003 2.21956 1.07110
N -1.14359 -1.11724 -1.32557
N 1.40251 -0.89916 -1.90276
N 0.61745 -0.95998 1.33203
N -2.00517 0.38273 0.55786
C 1.75291 2.34179 -1.75897
C 3.30843 -1.25893 -3.29853
C -1.47427 2.48530 1.48199
C -2.50627 1.42384 1.24895
C 1.84682 -0.60577 1.75185
C 0.64096 -1.40320 -2.87186
C 0.43161 4.34217 1.95720
C -0.06409 -1.87991 2.01242
C -4.02856 -3.18724 -0.20236
C 1.13882 -1.83236 -4.09015
C -1.83632 3.65901 2.12058
C 2.40621 -1.13952 2.90354
C 2.50105 -1.75700 -4.30927
C -4.48717 -2.38438 0.83442
C 2.71608 -0.83284 -2.12199
C -3.86934 -1.17231 1.10012
C 2.54061 0.40537 0.95757
C 0.70467 3.14800 1.31953
C -0.81603 -1.57941 -2.55623
C -2.32379 -1.56878 -0.71577
C -0.86708 4.61148 2.36001
C 1.69389 -2.09681 3.60702
C -2.78798 -0.76144 0.32922
C -2.95288 -2.78053 -0.97572
C 0.44378 -2.48393 3.15089
H 2.92924 -2.08116 -5.24899
H 3.35050 3.40058 -2.43584
H 4.38184 -1.19704 -3.41232
H 1.23364 5.04717 2.12569
H 1.87334 3.63181 -3.32786
H 0.44276 -2.21871 -4.82061
H 1.70934 2.94339 0.98711
H -1.11334 5.54250 2.85359
H -0.14239 -3.22880 3.66921
H 3.53670 0.73841 1.23647
H -1.04815 -2.12531 1.63207
H 3.38322 -0.81053 3.23084
H -2.61987 -3.40753 -1.78718
H 2.10870 -2.53491 4.50535
H -2.87055 3.77674 2.41022
H 3.32497 -0.42119 -1.32802
H -4.23768 -0.54833 1.89729



54
Properties=species:S:1:pos:R:3 method="wB97M-V/def2-TZVPD" charge=0 e_tot_ev=-67700.0930
W 0.25647 -0.41731 -0.14953
Cl 1.35751 -2.08744 -2.07033
P -0.77859 -0.83106 2.05302
O -0.81318 3.42494 -0.68769
O 0.24810 1.44617 -0.64174
O 1.09792 -1.95104 -3.44043
O -5.94265 1.75548 1.10727
O 1.90655 -0.80936 -1.47875
O 2.15019 -3.19191 -1.72236
O -6.69698 1.35737 -1.00004
O 0.01930 -2.13368 -1.25722
N -1.82615 0.08667 -0.48207
C -3.37284 1.90879 -0.51778
C -3.23887 -4.56287 3.04587
C 3.64320 -1.18845 2.65353
C -1.55867 0.61382 2.77319
C 2.91000 -1.38716 3.82883
C -2.92795 0.82532 2.59517
C -2.10031 1.40476 -0.52661
C -1.66946 -3.39858 1.65197
C 3.01499 -0.88978 1.45942
C -5.86080 1.49363 -0.11036
C -0.76703 1.61118 3.34338
C -3.50361 2.02973 2.97903
C -3.36411 -3.43889 3.85002
C -1.35070 2.80313 3.74259
C -2.85555 -0.77953 -0.47798
C -2.64027 -2.29123 3.56111
C 1.61511 -0.78735 1.43674
C -0.85909 2.23679 -0.62819
C -4.15814 -0.35115 -0.47022
C -4.44539 1.01294 -0.41162
C 0.90389 -1.03978 2.61878
C -2.71033 3.01154 3.55775
C -1.79339 -2.26757 2.45740
C 1.52891 -1.30504 3.83205
C -2.38719 -4.54509 1.94749
H -3.81112 -5.45310 3.27075
H -0.73708 3.57730 4.18420
H -4.55127 2.19265 2.76452
H -2.59399 -1.83016 -0.45864
H 0.29967 1.46459 3.45960
H 4.72289 -1.25664 2.69001
H -4.96395 -1.07281 -0.45667
H -1.01652 -3.37694 0.78487
H -2.29045 -5.41952 1.31789
H -3.56241 0.06658 2.14374
H -2.74724 -1.41091 4.18484
H 3.59857 -0.71962 0.56406
H 0.96120 -1.45177 4.74210
H -3.52698 2.97904 -0.52577
H 3.43670 -1.60436 4.74931
H -4.03208 -3.45146 4.70076
H -3.15385 3.95279 3.85520



56
Properties=species:S:1:pos:R:3 method="wB97M-V/def2-TZVPD" charge=-2 e_tot_ev=-135479.2774
Co -4.96735 -0.61107 -1.01674
Co -3.68511 -0.03113 -2.98705
S 2.52720 0.10719 2.77317
F 0.26344 0.76472 1.49959
O -1.23331 -0.07785 3.58876
O -3.91016 1.85459 -5.21990
O -2.54340 -2.47145 -4.11887
O -5.10489 0.58600 1.64884
O -7.76844 -1.29649 -0.58795
O 0.65817 -1.19246 4.34862
O -3.08340 -2.90275 -0.90537
O 3.13040 -1.17228 3.04806
O -6.30104 -1.15409 -3.60292
O 2.37937 1.14784 3.78251
C -3.00456 -1.48318 -3.73220
C 5.13200 0.41493 -0.31758
C 1.39211 0.75293 -1.88313
C -3.66145 0.79989 -1.39883
C 2.47774 0.66357 -2.74458
C -3.84623 -2.03815 -0.98516
C 5.09133 1.77863 -0.62488
C 4.32933 -0.08461 0.70636
C 3.50565 0.78489 1.41723
C 1.02803 -0.14480 -4.50252
C 0.11657 -1.36308 5.68933
C -0.08891 -0.49796 3.45291
C 0.76700 -0.22250 2.24667
C -5.44978 -0.80313 -2.87149
C -2.37506 0.50488 -1.81287
C -5.03439 0.05193 0.62861
C 4.24057 2.64159 0.07452
C 0.06721 0.45197 -2.30909
C -1.06977 0.56311 -1.41324
C 1.28495 -1.73348 6.57757
C -6.65603 -1.00959 -0.72402
C -0.06805 0.01371 -3.65830
C 3.43861 2.14300 1.10214
C 2.30875 0.16691 -4.04193
C -3.87099 1.03008 -4.40530
H -1.06038 -0.19453 -4.04873
H 1.96436 -0.88733 6.72579
H 3.17769 0.03702 -4.69185
H 5.68793 2.16241 -1.45589
H 1.53681 1.10698 -0.85603
H -3.99533 1.79115 -1.08733
H 0.91413 -2.01819 7.56060
H -0.65803 -2.14338 5.66707
H -0.86781 0.66702 -0.32990
H 5.76050 -0.27355 -0.88230
H 4.33052 -1.14278 0.95471
H 4.18021 3.69706 -0.18911
H -0.36540 -0.43557 6.02126
H 1.86460 -2.57105 6.17861
H 3.46947 0.98393 -2.41720
H 0.89084 -0.49512 -5.52610
H 2.75375 2.78364 1.65544



58
Properties=species:S:1:pos:R:3 method="wB97M-V/def2-TZVPD" charge=0 e_tot_ev=-77048.2609 spin_multiplicity=2
Hg -0.39844 -0.91230 -1.10450
I 2.43944 -6.63042 1.49536
S 0.76815 2.45855 -0.92902
F 0.33979 -0.59333 4.97656
F -2.35924 -1.21283 1.22196
F -2.14126 -1.09471 3.89787
F 2.48998 -0.28887 3.41524
F 2.13563 -0.25743 0.68687
O -2.51867 2.29120 -3.38196
O -2.67763 0.72679 -1.84071
O 0.16656 -3.34128 -2.05164
O 0.83163 -4.03628 -4.02700
N 3.15484 -3.79315 -1.58515
N -1.51879 2.32626 0.52552
N -0.78412 -0.85634 -3.15801
N 0.30936 3.11406 1.62053
C -0.22496 2.63242 0.44848
C -2.20873 5.52604 3.08398
C -1.95252 3.64530 4.55242
C -1.00289 3.06165 3.70826
C 0.21753 -3.12588 -3.26226
C -0.48615 -0.49069 -5.86731
C -2.22106 1.07449 -2.90397
C 2.92612 -4.92886 0.47663
C 0.18901 -0.74190 3.70354
C -0.19284 -1.90399 -3.93044
C 3.60576 -2.76620 -0.87523
C 1.10814 -0.56996 1.47275
C 1.30109 -0.60557 2.85485
C 3.36835 -3.83464 1.23216
C -1.34087 0.24701 -3.75858
C -2.53835 4.84917 4.23741
C -1.23769 4.94619 2.25140
C -1.08360 -0.93974 3.15929
C -1.18938 0.40767 -5.10439
C 3.64497 -2.69271 0.52004
C -0.14337 -0.80056 0.87104
C -1.19554 -0.99283 1.78510
C -0.16551 -1.72801 -5.27561
C 2.76606 -4.83949 -0.88387
C -0.60641 3.73390 2.58010
H -0.97242 5.43775 1.32992
H -2.32234 3.14876 5.40633
H 2.34380 -5.68774 -1.42434
H 0.12853 -2.58429 -5.84740
H -2.68812 6.45108 2.83096
H 3.98323 -1.76782 0.96453
H -1.94090 2.47850 -4.13547
H -2.00255 2.33833 1.43325
H -1.66871 1.19686 -5.67957
H -0.27863 -0.42900 -6.95306
H -3.38283 5.20976 4.82436
H 3.44938 -3.92010 2.30800
H 1.16930 -4.65256 -3.41040
H 1.21883 3.56461 1.36386
H -0.56242 2.11068 3.93273
H -1.98803 1.94015 -0.30146
H 3.93948 -1.89767 -1.47994



58
Properties=species:S:1:pos:R:3 method="wB97M-V/def2-TZVPD" charge=-2 e_tot_ev=-96874.3745
Sc -1.38027 -0.24664 0.50484
S 3.34351 -1.19268 2.29490
S 0.55801 -1.87675 1.66423
F -5.65560 2.26526 1.95945
F -2.18863 1.63033 1.69097
F -3.95747 3.11136 3.05649
F -3.82875 0.56642 0.65923
F -4.43974 1.00726 3.22213
O -3.46080 -2.54836 3.39354
O -2.29470 -0.96331 2.27749
O -0.94028 -2.68459 -3.08191
O -0.49315 -1.28926 -1.35077
O -1.69586 0.99772 -0.96754
N 0.49771 1.02797 0.71048
N 1.72068 0.55678 1.21482
N -2.37581 -2.24125 0.08285
C -2.53989 3.07635 -1.70101
C 5.32120 -2.37763 -2.38612
C -0.51368 2.96195 -0.38515
C -2.48482 4.44530 -1.70516
C -3.51472 1.88285 1.11858
C -3.63593 -4.04801 0.92961
C -1.58978 2.29618 -1.00594
C -2.73001 -4.11322 -1.30108
C 5.95183 -1.69701 -0.16415
C 1.74978 -0.67303 1.61803
C -1.10862 -2.22040 -1.95008
C 1.94362 2.93401 0.26717
C -4.37406 2.03997 2.34554
C 4.48424 -0.22691 1.25860
C -1.46337 5.11646 -1.01579
C 4.79303 -0.93386 -0.03978
C -3.49056 -4.69463 -0.29220
C -3.05561 -2.80570 1.07803
C 0.60443 2.23048 0.23435
C -2.96580 -2.04168 2.39314
C 4.15984 -1.62020 -2.27494
C -0.49445 4.36853 -0.38706
C 6.22007 -2.41037 -1.32664
C 3.90247 -0.89709 -1.11643
C -2.16027 -2.87974 -1.06123
H 2.20570 3.21924 1.29042
H 7.12598 -3.00360 -1.40020
H -4.15634 -4.48271 1.77222
H 2.97861 -0.34089 -1.02459
H -3.25787 5.01247 -2.21354
H 6.64829 -1.74039 0.66966
H -2.53972 -4.59540 -2.25019
H 3.43453 -1.60548 -3.08226
H -1.43463 6.20053 -0.97519
H 5.38881 -0.10221 1.85625
H 4.00559 0.73777 1.11066
H 2.72120 2.25629 -0.07402
H 0.29781 4.88321 0.14274
H 1.93121 3.81461 -0.36888
H -3.34666 2.53942 -2.18528
H 5.51434 -2.95360 -3.28486
H -3.93463 -5.67212 -0.44442



59
Properties=species:S:1:pos:R:3 method="wB97M-V/def2-TZVPD" charge=-1 e_tot_ev=-65907.9907
S -1.19738 3.12245 2.99053
F 4.20216 2.15860 -4.84128
F -3.78492 0.39738 -2.63811
F -2.33465 2.09809 -3.22755
F -1.79454 -0.08684 -3.68052
F -1.78740 0.67409 -1.52052
F 4.57319 0.03927 -5.07687
F 5.51179 1.12613 -3.46075
N -1.18216 -4.43735 -0.48589
N 1.05400 0.03119 -1.64469
N -0.28213 1.45812 1.23316
N -1.07984 -2.28907 -0.96245
N 0.44579 -3.77598 2.03873
N 0.69354 -1.74912 1.20246
C 3.30384 -0.34797 -2.35861
C 2.55075 3.76914 0.65143
C 4.36362 1.01143 -4.16269
C -4.22125 -0.06160 3.63787
C 2.20315 -0.63598 -1.57083
C 1.23849 -3.07826 2.92749
C -3.35316 -1.42351 1.84677
C -3.23504 0.86821 3.36169
C 0.95927 1.02282 -2.52413
C -4.27126 -1.22303 2.86893
C -2.31993 -0.52613 1.51053
C 3.19472 0.69119 -3.27186
C 1.04469 4.69592 2.29621
C -0.69643 -3.21783 -0.13118
C 2.19135 4.79647 1.53136
C 0.14798 -2.92229 1.02379
C -2.31939 0.61757 2.33388
C 0.59285 2.53479 1.26969
C 1.38158 -1.83719 2.38747
C -1.85025 -2.91561 -1.90741
C -1.93081 -4.24722 -1.63258
C 2.00812 1.39023 -3.36303
C -1.24907 1.61412 2.08618
C 0.25553 3.55732 2.16289
C 1.76418 2.64207 0.51752
B -2.45946 0.77938 -2.78267
Li -0.92369 -0.25134 -0.12985
H -2.30600 -2.35502 -2.70720
H 0.01290 1.54654 -2.56300
H 1.90500 -0.98893 2.79445
H 2.03996 1.84271 -0.15287
H -4.94010 0.11452 4.42926
H 1.59516 -3.51792 3.84116
H -3.46411 -2.34091 1.26449
H 0.07894 -4.69803 2.18585
H -2.43826 -5.05729 -2.12353
H 2.23888 -1.42632 -0.83040
H -3.19337 1.77672 3.95578
H 1.87971 2.20657 -4.05866
H -5.04137 -1.96329 3.06783
H 0.77069 5.48629 2.98305
H 2.81726 5.67557 1.61601
H 4.21879 -0.91577 -2.25335
H -1.03827 -5.31288 -0.01864
H 3.45639 3.85776 0.06470



53
Properties=species:S:1:pos:R:3 method="wB97M-V/def2-TZVPD" charge=+1 e_tot_ev=-150608.1123 spin_multiplicity=2
I 1.56590 1.00492 -1.53805
Br 0.53794 2.35603 -4.60455
Ti -0.33715 -0.36525 0.28191
Cl -1.67490 1.48235 6.97745
O -1.34667 -1.37687 1.34090
O 0.13815 -3.51047 -2.08851
O 0.03205 0.94819 1.39341
N -2.03339 0.40741 -0.61905
N 1.25373 -1.60925 0.68404
N -0.30420 -1.37049 -1.35003
C 1.80436 -3.88994 0.22884
C -1.16582 0.02511 3.27560
C -0.02441 2.16996 3.41497
C -3.73953 -0.38937 -2.08434
C 0.27907 -2.59070 -1.31032
C 2.59986 -3.92752 1.36458
C -1.30764 -1.08708 -2.35911
C -0.41907 2.30238 4.72602
C -4.68422 0.35458 -1.39806
C 3.75673 4.79950 -3.75180
C -1.55153 0.18551 4.62710
C 1.16902 -2.70745 -0.08890
C -0.37456 1.04604 2.66054
C -1.59694 -1.13363 2.58234
C -2.95004 1.14110 0.03168
C 2.44628 2.72095 -2.48438
C -4.27928 1.14920 -0.33147
C 2.02750 -1.64596 1.77357
C 2.72648 -2.78133 2.13882
C 2.67782 4.18722 -4.36849
C 3.51156 3.34570 -1.85801
C -2.41701 -0.32809 -1.67940
C 4.16890 4.38576 -2.49445
C 2.01628 3.14546 -3.73572
C -1.18686 1.29891 5.33259
H 3.35161 -2.77259 3.01986
H -2.58837 1.73757 0.86044
H -2.14729 -0.58637 5.09781
H 0.56922 2.93646 2.93390
H 3.11665 -4.83666 1.64065
H -0.14048 3.17806 5.29595
H -5.72525 0.31462 -1.68920
H -4.98947 1.74898 0.21872
H 4.27619 5.60225 -4.25702
H -4.01385 -1.01633 -2.92123
H -2.18696 -1.87723 3.11331
H 3.82725 3.01352 -0.87855
H 2.34340 4.51246 -5.34363
H 1.65787 -4.74620 -0.41442
H 5.00693 4.86496 -2.00719
H -1.66154 -2.00835 -2.82286
H -0.89050 -0.46191 -3.15903
H 2.08813 -0.73428 2.35499